1.
The following is a quantum chemistry calculation of a molecular structure, C21H40F2N8Ni2O23S2, from OMol25.

Structure (ORCA input):
```
! wB97M-V def2-TZVPD RIJCOSX def2/J DEFGRID3
* xyz 0 5
O 0.538 0.305 6.639
C -0.137 -1.579 -5.729
O 4.378 -2.563 6.563
F -0.159 -2.019 4.237
F -2.230 -0.749 0.085
N -0.317 -4.386 -2.773
C 2.974 -3.150 0.215
H 0.620 -1.271 -6.451
C -0.567 -3.964 -1.355
H 0.493 -1.749 -4.856
H -2.517 -1.496 -7.054
C 1.108 4.863 0.831
H -2.462 -1.847 -4.420
H 0.497 -0.571 -1.174
C 3.857 0.874 -0.320
C -0.123 2.616 0.836
H 2.165 -1.700 5.783
H -1.938 1.452 5.140
O -1.801 4.819 -1.504
H 0.715 3.233 -4.790
N -0.547 0.860 -5.436
H -0.250 -2.937 -1.175
Ni 2.298 1.751 3.634
O -1.840 -3.564 3.642
H 3.920 -3.655 0.017
H 3.079 1.633 -0.399
H 1.141 -0.169 -3.119
H -1.807 2.552 -0.427
O -4.729 4.204 1.987
C -1.553 -0.558 -3.043
O 0.572 1.642 4.939
C -2.169 -0.797 -4.420
C -1.418 1.498 6.097
O 1.585 0.139 2.810
H -1.437 -0.361 -7.783
H -2.042 1.520 -3.056
N 3.418 -2.657 7.283
H -0.768 -1.290 -2.853
H 0.217 3.289 -3.156
N 0.033 1.094 5.891
H 1.956 1.327 -3.213
H -0.543 -2.567 -5.943
O 3.814 1.592 1.842
H -0.978 3.242 -4.515
H 2.430 -3.392 -0.698
H -0.711 1.156 -1.981
O 0.476 6.540 -0.499
C 2.072 -2.393 6.620
O 2.048 -3.275 2.330
H 4.705 1.375 -0.788
H 3.497 -0.054 -0.764
O -3.723 -0.832 1.995
H -4.716 1.744 2.110
O 0.000 1.423 -6.599
H -2.241 -0.845 -2.248
C -1.135 0.923 -2.958
H -1.630 -4.143 -1.197
N 4.073 0.619 1.117
Ni 0.338 -0.438 1.402
O -1.023 -3.964 -3.665
O 1.643 3.139 2.392
H 3.055 -2.086 0.433
H 1.814 -3.413 6.335
C -2.058 -0.520 -6.901
C 0.276 5.317 -0.118
H -3.365 1.892 0.883
S -2.612 -1.642 1.402
H 1.469 -2.110 7.483
C -0.903 4.442 -0.583
H 2.132 -0.660 2.933
H -1.410 2.488 6.555
O -2.854 -2.967 0.811
H -0.003 -4.632 -0.704
H -1.838 0.735 6.752
O -2.426 -1.254 4.456
C -0.046 2.842 -4.115
C 1.312 0.668 -3.796
C -0.982 3.185 -0.136
H -3.001 1.726 2.678
O -2.681 4.150 2.701
H 1.898 0.456 -4.690
H -3.091 -0.217 -4.442
O 0.609 -5.198 -2.913
N -3.699 3.556 2.201
S -1.668 -2.115 3.551
N 2.319 -3.878 1.291
O -0.272 1.466 1.277
N -1.222 -1.382 2.033
O 3.415 -2.998 8.445
O 2.058 -5.091 1.118
O 0.958 -0.922 -0.387
C 0.970 3.556 1.431
C -1.200 -0.525 -5.600
H -2.786 0.292 -6.905
C -3.694 2.065 1.908
H 1.929 5.457 1.203
C -0.073 1.321 -4.102
O 4.526 -0.485 1.434
*
```

Values from the calculation:
HOMO (alpha / beta) ... -7.29 / -7.24 eV
Lowest unoccupied orbital energy (alpha / beta) ... -5.077 / -5.098 eV
Expectation value of S² ... 6.10

Mulliken atomic charge list, values in e, 6 entries: atom 1 (O): -0.52, atom 2 (C): -1.71, atom 3 (O): -0.57, atom 4 (F): -0.22, atom 5 (F): -0.06, atom 6 (N): 1.02


2.
The following is a quantum chemistry calculation of a molecular structure, C21H40N3O10Y, from OMol25.

Structure (ORCA input):
```
! wB97M-V def2-TZVPD RIJCOSX def2/J DEFGRID3
* xyz 2 1
N -4.323 -2.612 26.520
H -8.810 -13.847 28.277
C 0.841 -5.932 33.713
C -2.805 -9.113 23.818
H -2.592 -6.855 23.166
C -6.599 -12.400 28.924
H -1.285 -10.448 32.074
C -5.731 -11.675 27.890
C -8.879 -13.190 29.145
H -1.465 -5.441 30.642
C -0.747 -3.744 34.452
H 1.650 -6.640 33.611
H -5.556 -1.065 27.201
H -5.030 -12.470 27.636
H -5.908 -2.773 27.860
H -1.726 -7.507 28.494
O 0.669 -6.832 35.834
H -3.580 -9.277 27.742
O -4.132 -10.343 35.045
Y -0.236 -4.387 26.035
C -3.687 -10.087 33.897
C -0.120 -3.726 33.233
O -0.361 -2.651 32.383
C -1.681 -6.466 28.815
H -3.594 -4.180 27.727
O -8.002 -12.108 28.879
C 0.777 -4.846 32.728
H -2.665 -9.393 31.717
C -3.476 -3.590 26.805
H -1.491 -2.989 34.662
H -2.564 -10.175 23.877
C 0.324 -5.962 34.942
N -1.866 -8.230 24.386
C -1.196 -8.769 25.509
H -2.137 -9.287 35.595
H -1.110 -8.653 32.087
O -4.970 -10.628 28.326
C -4.158 -1.734 25.369
H -8.654 -13.684 30.090
H -3.590 -0.843 25.634
H -3.046 -8.757 22.817
H -6.402 -11.369 27.087
H -6.391 -11.763 29.784
C -5.179 -2.034 27.531
C -0.628 -4.888 35.447
O -1.265 -6.155 24.636
H -5.076 -1.361 24.914
C -1.373 -6.475 30.310
C -1.892 -6.979 24.008
H -3.758 -10.906 26.800
H -1.495 -7.926 34.644
H -0.406 -8.108 25.868
O -0.737 -5.803 27.929
H -4.201 -10.249 32.937
H -3.742 -8.909 24.337
H -6.416 -13.467 28.797
H -3.605 -2.190 24.548
C -1.760 -9.497 32.316
H -9.946 -12.968 29.143
H -4.909 -9.490 26.627
H 1.522 -7.181 35.567
C -1.650 -9.005 34.661
O 1.350 -4.906 31.644
H -0.357 -6.686 30.643
O -2.509 -3.801 26.062
O -1.265 -4.919 36.478
H -2.665 -6.009 28.706
N -2.431 -9.510 33.579
H -0.783 -9.772 25.405
C -4.208 -10.029 27.265
H -4.584 -1.819 28.418
H -1.897 -8.886 26.335
H -0.714 -9.556 34.569
H -1.959 -7.230 30.835
H 0.248 -2.667 31.641
*
```

Values from the calculation:
HOMO ... -12.18 eV
Lowest unoccupied orbital energy ... -8.713 eV

Mulliken atomic charge list, values in e, 6 entries: atom 1 (N): 0.15, atom 2 (H): 0.32, atom 3 (C): -0.41, atom 4 (C): -0.97, atom 5 (H): 0.31, atom 6 (C): -0.47


3.
The following is a quantum chemistry calculation of 8 unconnected molecules or ions with the total composition C21H41Br14NO6P, from OMol25.

Structure (ORCA input):
```
! wB97M-V def2-TZVPD RIJCOSX def2/J DEFGRID3
* xyz -1 1
C 0.978 -9.377 0.248
H -2.984 -1.470 -1.706
H 0.080 5.198 1.346
H -5.345 7.001 0.339
H 3.851 7.499 -4.826
C 4.264 7.497 -3.813
C 4.985 -2.170 -5.397
Br -6.804 8.194 1.699
Br -5.377 4.543 -2.613
H 0.743 -0.597 -1.195
H 2.885 -2.787 -5.395
H 0.345 3.550 3.367
H 0.737 -6.125 5.473
C 3.116 -4.836 -1.774
H 3.349 -6.000 -1.790
H -7.749 7.873 3.960
P 1.585 -1.338 0.763
Br -0.651 2.341 1.454
C 0.336 -3.066 2.828
O 1.326 -3.794 6.566
H 3.719 -2.927 -3.826
H -0.350 -4.029 2.948
H 4.192 6.283 -1.994
H 5.649 -1.486 -4.860
H 0.287 -9.454 -0.596
C 2.429 -9.512 -0.151
C 3.634 -2.333 -4.740
O 1.692 -4.457 -1.808
H -8.554 6.789 2.798
H -2.112 0.827 -0.791
Br 2.917 -0.613 -4.162
Br -4.318 1.717 -0.026
H 3.811 -1.579 0.416
C -5.175 6.656 -0.685
H -6.989 5.627 4.550
C 1.414 -3.153 4.096
H 0.713 -10.127 0.998
C -6.655 6.052 3.599
H -5.615 6.375 3.696
H -0.387 -2.146 2.896
N 1.900 -0.228 1.898
H -6.185 4.793 -0.291
H 2.607 6.791 -2.631
O 0.342 -0.673 -0.263
H -0.215 -3.214 -0.471
H 1.592 5.348 2.279
H 2.462 -3.420 3.636
C -3.486 -0.870 -0.941
Br 2.060 4.412 0.040
H 0.316 -5.821 -0.913
H 3.125 -9.173 0.622
H 5.479 -3.138 -5.508
O 0.133 -5.371 5.179
C 0.292 -3.906 0.325
Br -6.673 4.560 2.343
Br 2.818 -8.479 -1.759
Br -3.384 7.281 -1.140
H -4.561 -1.066 -0.981
O 4.115 -3.956 -1.665
H -5.872 7.167 -1.356
H 1.618 2.731 2.426
C 0.994 4.681 1.651
C -3.136 0.591 -1.094
H -4.409 4.640 -0.311
O 3.039 -1.460 -0.238
H -0.596 -4.516 0.838
H 4.179 8.501 -3.389
H -3.289 0.918 -2.127
Br 6.182 7.180 -3.981
C 3.619 6.478 -2.904
C 0.735 3.373 2.360
C 1.229 -3.095 1.424
C -5.265 5.150 -0.762
Br 3.392 4.766 -3.811
H 2.662 -10.547 -0.415
C 0.922 -4.137 5.312
H 1.714 -0.670 2.824
C -7.587 7.155 3.153
Br -2.842 -1.576 0.760
Br 4.808 -1.480 -7.214
Br 0.638 -7.659 1.107
H 1.953 -5.604 0.088
C 1.142 -5.043 -0.542
H 1.469 -2.054 4.548
*
```

Values from the calculation:
HOMO ... -3.54 eV
Lowest unoccupied orbital energy ... 1.466 eV

Mulliken atomic charge list, values in e, 6 entries: atom 1 (C): -0.59, atom 2 (H): 0.37, atom 3 (H): 0.35, atom 4 (H): -0.29, atom 5 (H): 0.37, atom 6 (C): -0.53